Record 1
The following is a quantum chemistry calculation of a structure of composition C33H16N8OY at a distorted geometry, from the Open Molecules 2025 dataset.

Output
**Charge**: +1
**Molar mass**: 629.45 u
**Frontier orbital gap (alpha / beta)**: 4.697 / 4.528 eV
**Electronic energy**: -1818.66393 hartree
**E_LUMO (alpha / beta)**: -4.63 / -4.68 eV
**Highest occupied orbital energy (alpha / beta)**: -9.3311 / -9.2110 eV

Last column: Löwdin charge in e.
Positions of all 59 atoms, in Å:
Y 13.92 12.40 5.21  1.478
C 19.02 16.92 5.64  -0.062
C 18.06 17.94 5.61  -0.058
C 16.72 17.58 5.70  0.000
C 16.38 16.21 5.63  -0.074
C 15.10 15.44 5.72  -0.252
N 15.38 14.06 5.56  -0.012
C 16.73 13.92 5.67  -0.261
N 17.40 12.78 5.85  0.188
C 16.98 11.57 6.15  -0.248
C 17.82 10.42 6.55  -0.101
C 19.19 10.19 6.66  -0.010
C 19.68 8.97 7.10  -0.062
C 18.80 7.91 7.33  -0.066
C 17.45 8.14 7.30  0.001
C 16.95 9.41 6.90  -0.101
C 15.60 9.92 6.67  -0.241
N 14.46 9.25 7.00  0.201
C 13.17 9.69 6.95  -0.267
N 12.92 11.08 6.80  0.007
C 11.55 11.21 6.92  -0.285
N 10.80 12.33 6.99  0.198
C 11.41 13.54 6.76  -0.236
N 12.68 13.86 6.23  -0.038
C 12.88 15.24 6.39  -0.216
N 13.99 16.00 6.13  0.202
C 11.61 15.81 6.87  -0.093
C 11.29 17.11 7.29  0.017
C 9.93 17.37 7.50  -0.059
C 9.06 16.32 7.64  -0.078
C 9.41 15.00 7.42  -0.010
C 10.69 14.75 6.98  -0.141
C 10.93 9.87 7.01  -0.078
C 9.63 9.35 7.03  0.002
C 9.49 7.94 7.01  -0.033
C 10.61 7.16 7.32  -0.073
C 11.88 7.62 7.43  -0.013
C 12.01 8.94 7.12  -0.154
N 15.67 11.15 6.02  0.008
C 17.41 15.23 5.67  -0.114
C 18.75 15.53 5.61  0.010
H 20.06 17.26 5.61  0.112
H 18.39 18.98 5.38  0.124
H 15.91 18.32 5.69  0.118
H 19.90 10.92 6.28  0.120
H 20.79 8.81 7.09  0.129
H 19.18 6.92 7.53  0.114
H 16.73 7.37 7.58  0.119
H 11.98 17.93 7.32  0.110
H 9.61 18.38 7.73  0.113
H 7.98 16.41 7.86  0.123
H 8.69 14.18 7.59  0.131
H 8.70 9.93 7.01  0.119
H 8.48 7.56 6.84  0.117
H 10.59 6.10 7.37  0.104
H 12.80 7.07 7.66  0.135
H 19.55 14.83 5.51  0.115
O 12.78 10.00 2.75  0.165
C 13.09 10.80 3.52  0.054



Record 2
The following is a quantum chemistry calculation of a structure of composition C48H51BINO2P2Sb2Sn, from the Open Molecules 2025 dataset.

Output
**Charge**: +2
**Molar mass**: 1235.84 u
**Frontier orbital gap**: 7.350 eV
**Electronic energy**: -3764.52257 hartree
**E_LUMO**: -4.79 eV
**Highest occupied orbital energy**: -12.1410 eV
**Relative energy (zero: lowest compared OMol25 entry of this formula, charge and spin)**: 29.5 kcal/mol

Last column: Löwdin charge in e.
Positions of all 109 atoms, in Å:
Sn 0.10 -0.19 1.29  0.897
I 0.13 -0.36 4.39  1.026
C -1.97 -0.31 4.35  -0.595
C -2.59 -0.23 5.56  -0.141
C -4.00 -0.23 5.61  -0.053
C -4.71 -0.34 4.46  -0.016
C -4.07 -0.44 3.20  -0.155
C -4.85 -0.62 2.04  -0.017
C -4.25 -0.77 0.82  -0.058
C -2.85 -0.69 0.73  -0.168
C -2.03 -0.48 1.81  -0.335
C -2.65 -0.40 3.11  -0.246
H -2.02 -0.17 6.47  0.098
H -4.49 -0.16 6.57  0.118
H -5.80 -0.36 4.49  0.123
H -5.93 -0.65 2.14  0.122
H -4.84 -0.94 -0.07  0.107
H -2.41 -0.82 -0.24  0.045
C 6.00 -0.55 1.17  -0.199
Sb 4.00 -1.16 1.27  1.630
C 3.16 -1.34 -0.63  -0.209
C 3.53 -2.86 2.45  -0.212
C 3.64 -4.03 1.50  -0.306
C 4.83 -4.22 0.80  -0.090
C 4.98 -5.24 -0.12  -0.059
C 3.91 -6.10 -0.34  -0.045
C 2.74 -5.94 0.38  -0.024
C 2.58 -4.92 1.32  -0.281
C 1.33 -4.82 2.12  -0.323
Sb -0.18 -3.54 1.26  1.309
C -0.66 -4.79 -0.41  -0.310
C -1.73 -4.21 2.56  -0.292
H 6.50 -1.10 0.37  0.033
H 6.50 -0.73 2.12  0.040
H 6.00 0.52 0.94  0.033
H 3.71 -2.13 -1.14  0.036
H 3.27 -0.39 -1.16  0.025
H 2.11 -1.61 -0.53  -0.024
H 2.54 -2.68 2.86  0.037
H 4.25 -2.90 3.27  0.094
H 5.69 -3.57 1.01  0.103
H 5.91 -5.37 -0.65  0.115
H 3.99 -6.91 -1.05  0.118
H 1.93 -6.65 0.24  0.121
H 1.51 -4.48 3.14  0.066
H 0.85 -5.80 2.20  0.075
H -0.73 -5.82 -0.07  0.015
H 0.10 -4.71 -1.18  0.003
H -1.62 -4.48 -0.81  -0.001
H -1.88 -5.28 2.42  0.018
H -2.65 -3.68 2.34  0.005
H -1.45 -4.01 3.59  0.013
O -0.26 2.05 0.94  -0.478
P -0.69 2.93 -0.21  0.764
C -1.87 2.09 -1.31  -0.288
P -1.15 0.62 -2.09  0.755
O -0.27 -0.14 -1.13  -0.485
C -0.25 1.18 -3.53  -0.287
C 1.09 0.85 -3.68  -0.072
C 1.78 1.24 -4.81  -0.063
C 1.13 1.96 -5.80  -0.055
C -0.22 2.28 -5.67  -0.055
C -0.91 1.89 -4.54  -0.074
C -2.53 -0.36 -2.69  -0.301
C -2.27 -1.71 -2.96  -0.072
C -3.29 -2.52 -3.44  -0.056
C -4.55 -1.99 -3.67  -0.052
C -4.81 -0.65 -3.41  -0.058
C -3.80 0.16 -2.92  -0.080
C 0.73 3.37 -1.20  -0.283
C 1.98 2.88 -0.82  -0.072
C 3.10 3.21 -1.57  -0.069
C 2.98 4.02 -2.69  -0.058
C 1.73 4.51 -3.07  -0.055
C 0.61 4.20 -2.32  -0.065
C -1.48 4.44 0.34  -0.278
C -2.75 4.83 -0.06  -0.072
C -3.30 6.01 0.44  -0.059
C -2.58 6.78 1.34  -0.050
C -1.31 6.38 1.74  -0.051
C -0.76 5.22 1.25  -0.060
H -2.21 2.79 -2.08  0.074
H -2.72 1.79 -0.70  0.084
H 1.58 0.28 -2.89  0.090
H 2.83 0.99 -4.93  0.112
H 1.66 2.27 -6.69  0.116
H -0.73 2.83 -6.45  0.116
H -1.97 2.12 -4.45  0.111
H -1.28 -2.12 -2.78  0.110
H -3.09 -3.56 -3.65  0.113
H -5.34 -2.63 -4.05  0.116
H -5.79 -0.24 -3.59  0.116
H -4.01 1.20 -2.71  0.105
H 2.06 2.26 0.06  0.080
H 4.08 2.86 -1.27  0.103
H 3.85 4.28 -3.27  0.116
H 1.64 5.15 -3.93  0.118
H -0.35 4.60 -2.60  0.120
H -3.33 4.24 -0.76  0.097
H -4.29 6.32 0.13  0.114
H -3.01 7.69 1.73  0.117
H -0.75 6.99 2.44  0.116
H 0.23 4.91 1.56  0.114
B 3.23 2.59 3.73  -0.358
C 3.20 1.38 2.81  -0.174
N 3.17 0.45 2.09  -0.095
H 4.42 2.84 3.74  0.051
H 2.83 2.20 4.80  0.039
H 2.57 3.46 3.24  0.039



Record 3
The following is a quantum chemistry calculation of a structure of composition C36H33IrN4O3Te, from the Open Molecules 2025 dataset.

Output
**Charge**: +2
**Molar mass**: 889.50 u
**Frontier orbital gap (alpha / beta)**: 6.445 / 4.497 eV
**Spin multiplicity**: 5
**Electronic energy**: -2208.08806 hartree
**E_LUMO (alpha / beta)**: -6.67 / -8.60 eV
**Highest occupied orbital energy (alpha / beta)**: -13.1164 / -13.0947 eV
**<S²>**: 6.045
**Relative energy (zero: lowest compared OMol25 entry of this formula, charge and spin)**: 0.0 kcal/mol

Last column: Mulliken spin population.
Positions of all 78 atoms, in Å:
Ir 0.09 -0.25 -0.36  1.724
O 3.61 3.82 -1.62  -0.001
C 4.35 2.77 -1.20  -0.011
C 5.72 2.96 -1.16  0.004
C 6.56 1.95 -0.77  -0.006
C 6.07 0.69 -0.40  0.000
C 4.73 0.49 -0.43  0.002
C 3.82 1.52 -0.82  -0.007
C 2.42 1.22 -0.81  -0.009
O 2.05 0.02 -0.35  0.048
N 1.52 2.11 -1.23  -0.014
N 0.28 1.62 -1.09  -0.051
C -0.80 2.24 -1.43  0.111
C -2.03 1.51 -1.19  0.029
C -3.28 2.01 -1.50  0.022
C -4.41 1.24 -1.23  -0.011
C -4.25 -0.01 -0.66  0.023
C -2.98 -0.46 -0.37  0.005
N -1.89 0.27 -0.63  0.031
H 2.67 3.59 -1.63  0.000
H 6.09 3.93 -1.45  0.000
H 7.63 2.13 -0.75  0.000
H 6.74 -0.10 -0.11  0.000
H 4.32 -0.48 -0.15  -0.001
H -0.77 3.25 -1.84  -0.007
H -3.37 2.99 -1.95  0.000
H -5.39 1.62 -1.47  0.000
H -5.10 -0.64 -0.44  0.002
H -2.80 -1.44 0.06  0.000
C 0.19 -7.48 6.93  -0.002
C 0.06 -6.33 5.98  0.061
C 0.71 -5.11 6.22  -0.003
C 0.60 -4.04 5.36  -0.038
C 1.30 -2.76 5.72  0.026
C -0.18 -4.21 4.18  -0.006
Te -0.32 -2.73 2.76  0.833
N -0.06 -2.10 0.08  0.745
C -0.12 -2.71 -1.16  0.015
O -0.19 -1.87 -2.09  0.331
C -0.08 -4.15 -1.34  -0.057
C 0.37 -4.97 -0.31  0.078
C 0.46 -6.34 -0.51  -0.002
C 0.08 -6.88 -1.73  0.014
C -0.37 -6.07 -2.76  -0.001
C -0.44 -4.70 -2.58  0.012
C 1.72 -2.28 2.67  0.090
C 2.61 -3.34 2.58  -0.058
C 3.97 -3.08 2.49  -0.017
C 4.42 -1.77 2.51  0.035
C 3.51 -0.72 2.61  0.003
C 2.14 -0.95 2.69  -0.032
C 1.20 0.21 2.86  0.037
C -0.91 -5.41 3.95  -0.001
C -1.81 -5.62 2.76  0.029
C -0.76 -6.45 4.85  -0.008
H 0.78 -7.21 7.81  -0.001
H 0.68 -8.32 6.43  0.007
H -0.79 -7.83 7.25  0.005
H 1.29 -5.01 7.13  0.003
H 1.44 -2.71 6.80  0.002
H 0.74 -1.88 5.42  0.004
H 2.29 -2.70 5.25  -0.001
H 0.69 -4.53 0.63  -0.020
H 0.83 -6.98 0.28  0.001
H 0.14 -7.95 -1.88  0.000
H -0.66 -6.50 -3.71  0.000
H -0.77 -4.05 -3.37  0.001
H 2.26 -4.37 2.58  0.001
H 4.67 -3.90 2.42  0.000
H 5.47 -1.55 2.45  0.001
H 3.87 0.30 2.62  0.000
H 1.67 1.14 2.54  0.003
H 0.91 0.33 3.91  0.004
H 0.27 0.10 2.29  0.022
H -2.15 -4.69 2.30  -0.002
H -2.70 -6.17 3.06  0.001
H -1.31 -6.20 1.98  -0.001
H -1.28 -7.38 4.68  0.000



Record 4
The following is a quantum chemistry calculation of a structure of composition C11H17P at a distorted geometry, from the Open Molecules 2025 dataset.

Output
**Molar mass**: 180.23 u
**Frontier orbital gap (alpha / beta)**: 6.062 / 6.678 eV
**Spin multiplicity**: 3
**Electronic energy**: -770.41559 hartree
**E_LUMO (alpha / beta)**: 0.86 / -1.87 eV
**Highest occupied orbital energy (alpha / beta)**: -5.2033 / -8.5519 eV
**<S²>**: 2.024
**Relative energy (zero: lowest compared OMol25 entry of this formula, charge and spin)**: 29.9 kcal/mol

Last column: Mulliken spin population.
Positions of all 29 atoms, in Å:
C 1.17 0.64 -1.10  -0.039
C -1.16 0.32 -0.39  0.136
C 1.69 1.13 -0.01  0.759
C -1.17 0.60 0.91  0.045
C 0.00 -0.46 -0.86  -0.027
C 0.52 -1.37 0.30  0.091
C -2.18 0.57 -1.48  0.003
C 2.50 2.28 0.39  0.020
C -2.06 1.38 1.97  -0.050
C 1.90 -1.82 -0.04  0.013
C -0.48 -2.50 0.42  0.007
P 0.40 -0.08 1.67  0.886
H 1.46 0.70 -2.19  0.069
H -0.29 -1.00 -1.70  0.000
H -2.24 -0.44 -1.99  0.006
H -1.79 1.33 -2.22  0.013
H -3.11 1.15 -1.18  0.000
H 2.91 2.78 -0.52  0.038
H 3.43 2.12 1.13  0.006
H 1.98 3.13 0.99  0.015
H -1.80 2.45 1.79  0.002
H -1.54 0.98 2.86  0.014
H -3.10 1.09 1.69  -0.004
H 2.11 -1.84 -1.14  0.004
H 1.92 -2.93 0.20  0.003
H 2.64 -1.21 0.63  0.001
H -0.61 -2.81 1.54  -0.002
H -0.15 -3.40 -0.18  0.002
H -1.54 -2.17 0.02  -0.011



Question: Which of these has the highest electronic energy?
Answer: C11H17P



Question: Which of these has the lowest electronic energy?
Answer: C48H51BINO2P2Sb2Sn



Question: Which of these has the highest molar mass?
Answer: C48H51BINO2P2Sb2Sn



Question: Among the records above, which one has the highest molar mass?
Answer: C48H51BINO2P2Sb2Sn